Record 1
Molecular formula: C28H80Cl3N6O8
Method: DFT, wB97M-V/def2-TZVPD

Values from the calculation:
Electronic energy in a.u.: -3424.9142
HOMO energy in Ha: -0.49360
Frontier orbital gap in eV: 9.04

Geometry as ORCA input:
```
! RIJCOSX wB97M-V def2-TZVPD def2/J DEFGRID3
* xyz 3 1
C -3.03 -5.55 -6.74
O -1.77 -6.06 -7.23
C -0.98 -5.12 -7.89
C 0.38 -5.79 -8.15
N 0.24 -6.97 -9.10
H 1.09 -7.44 -9.17
H -0.48 -7.57 -8.73
C -0.11 -6.57 -10.50
C 0.76 -7.23 -11.55
O 2.10 -6.93 -11.09
C 3.10 -7.88 -11.54
H -3.85 -5.61 -7.43
H -2.91 -4.55 -6.45
H -3.32 -6.11 -5.82
H -0.84 -4.19 -7.25
H -1.35 -4.80 -8.83
H 0.66 -6.20 -7.15
H 1.18 -5.16 -8.53
H 0.05 -5.45 -10.46
H -1.16 -6.83 -10.66
H 0.56 -6.79 -12.55
H 0.57 -8.33 -11.51
H 3.82 -7.96 -10.71
H 3.60 -7.49 -12.45
H 2.74 -8.88 -11.85
C -2.84 6.86 -1.65
O -2.08 7.01 -0.47
C -2.72 7.36 0.65
C -2.32 6.27 1.60
N -2.68 4.94 1.04
H -2.38 4.98 0.03
H -2.07 4.19 1.41
C -4.14 4.46 1.03
C -5.08 4.88 2.18
O -5.09 3.86 3.22
C -5.95 4.29 4.24
H -3.87 7.14 -1.50
H -2.68 5.96 -2.14
H -2.53 7.54 -2.45
H -3.80 7.36 0.44
H -2.42 8.34 1.00
H -2.66 6.35 2.62
H -1.22 6.25 1.72
H -4.06 3.36 1.04
H -4.60 4.73 0.10
H -6.11 5.04 1.85
H -4.70 5.82 2.65
H -6.61 5.11 3.96
H -5.38 4.65 5.06
H -6.48 3.37 4.45
C 1.91 4.34 -2.87
C 2.30 5.39 -1.79
C 3.01 6.58 -2.40
O 1.96 7.17 -3.10
C 2.26 8.33 -3.86
N 1.04 5.96 -1.29
H 1.19 6.75 -0.67
H 0.55 6.36 -2.11
H 0.46 5.23 -0.85
H 1.60 3.34 -2.49
H 2.86 4.24 -3.37
H 1.24 4.72 -3.66
H 2.82 4.98 -0.99
H 3.83 6.17 -3.00
H 3.37 7.29 -1.65
H 1.31 8.80 -4.14
H 2.76 8.11 -4.82
H 2.89 9.03 -3.29
C 2.98 -1.14 0.99
C 1.95 0.03 0.86
C 1.30 -0.02 -0.55
O 2.20 0.58 -1.46
C 1.68 0.72 -2.78
N 0.89 0.05 1.88
H 1.16 0.61 2.77
H 0.10 0.57 1.61
H 0.54 -0.96 2.12
H 3.77 -0.92 0.32
H 2.44 -2.11 0.89
H 3.39 -1.18 1.99
H 2.37 1.08 0.90
H 0.27 0.34 -0.66
H 1.18 -1.09 -0.79
H 1.49 -0.23 -3.26
H 2.42 1.31 -3.39
H 0.69 1.28 -2.82
C 1.80 1.93 7.89
C 3.21 1.65 8.32
C 3.42 0.43 9.18
O 4.77 0.05 9.11
C 5.22 -0.73 10.23
N 4.11 1.49 7.02
H 4.52 0.55 7.16
H 3.50 1.54 6.16
H 4.84 2.16 6.92
H 1.72 2.78 7.25
H 1.10 2.05 8.75
H 1.38 1.03 7.31
H 3.71 2.53 8.67
H 2.95 -0.47 8.85
H 3.10 0.78 10.15
H 5.66 -0.08 10.97
H 5.86 -1.49 9.79
H 4.37 -1.21 10.70
C -3.61 -5.57 4.13
C -2.26 -4.97 4.72
C -1.77 -5.77 5.90
O -1.32 -7.15 5.76
C -2.34 -8.11 6.02
N -1.28 -4.77 3.59
H -0.34 -4.94 3.94
H -1.34 -5.53 2.91
H -1.35 -3.81 3.22
H -3.40 -6.51 3.57
H -4.07 -4.88 3.38
H -4.33 -5.73 4.93
H -2.64 -3.99 5.06
H -2.64 -5.72 6.61
H -0.88 -5.30 6.39
H -3.08 -7.80 6.73
H -1.81 -8.96 6.40
H -2.91 -8.41 5.07
Cl -0.86 -2.47 1.94
Cl 2.52 1.53 4.23
Cl -0.30 3.52 0.03
*
```

Record 2
Molecular formula: C4H13N2O2
Method: DFT, wB97M-V/def2-TZVPD

Values from the calculation:
Electronic energy in a.u.: -419.9318
HOMO energy in Ha: -0.52217
Relative energy (zero: lowest compared OMol25 entry of this formula, charge and spin) in kJ/mol: 245.9
Frontier orbital gap in eV: 11.29

Geometry as ORCA input:
```
! RIJCOSX wB97M-V def2-TZVPD def2/J DEFGRID3
* xyz 1 1
O -1.22 1.55 0.93
C -1.74 0.62 0.44
N -3.08 0.51 0.63
C -0.97 0.00 -0.69
N 0.55 0.16 -0.61
C 1.22 -0.81 0.28
C 1.28 -2.30 -0.31
H -3.63 -0.21 0.25
H -3.34 1.13 1.41
H -1.17 -1.08 -0.95
H -1.51 0.69 -1.49
H 0.90 1.14 -0.32
H 0.91 -0.03 -1.61
H 0.68 -0.78 1.28
H 2.20 -0.26 0.58
H 0.33 -2.75 -0.38
H 1.75 -3.10 0.24
H 1.82 -2.30 -1.45
H 1.22 2.53 1.27
H 2.07 3.03 0.01
O 1.73 2.26 0.46
*
```

Record 3
Molecular formula: C3H5NO2
Method: DFT, wB97M-V/def2-TZVPD

Values from the calculation:
Electronic energy in a.u.: -322.4039
HOMO energy in Ha: -0.33500
Relative energy (zero: lowest compared OMol25 entry of this formula, charge and spin) in kJ/mol: 447.5
Frontier orbital gap in eV: 9.54

Geometry as ORCA input:
```
! RIJCOSX wB97M-V def2-TZVPD def2/J DEFGRID3
* xyz 0 1
N 2.03 -0.73 -0.60
C 0.82 -0.75 -0.96
C -0.94 -0.41 1.70
O -1.41 0.06 0.58
C -0.53 0.98 -0.09
O 0.03 0.36 -1.20
H 2.35 0.23 -0.48
H 0.30 -1.68 -1.15
H -1.73 -1.14 2.00
H -1.13 1.81 -0.45
H 0.22 1.28 0.65
*
```

Record 4
Molecular formula: C3H6N2O2
Method: DFT, wB97M-V/def2-TZVPD

Values from the calculation:
Electronic energy in a.u.: -377.7945
HOMO energy in Ha: -0.30991
Structure (SMILES): C=C(N)O[C@@H]1NO1
Relative energy (zero: lowest compared OMol25 entry of this formula, charge and spin) in kJ/mol: 432.8
Frontier orbital gap in eV: 9.33

Geometry as ORCA input:
```
! RIJCOSX wB97M-V def2-TZVPD def2/J DEFGRID3
* xyz 0 1
C -0.78 -1.42 1.17
C -0.82 -0.34 0.40
N -1.58 -0.12 -0.75
O -0.11 0.80 0.79
C 1.10 1.01 0.21
N 1.22 1.04 -1.21
O 1.80 -0.03 -0.36
H -1.33 -2.32 0.91
H -0.19 -1.40 2.08
H -1.08 0.43 -1.44
H -1.94 -0.98 -1.14
H 1.67 1.72 0.82
H 2.03 1.62 -1.47
*
```

Record 5
Molecular formula: C2H3NO2
Method: DFT, wB97M-V/def2-TZVPD

Values from the calculation:
Electronic energy in a.u.: -283.2348
HOMO energy in Ha: -0.38671
Structure (SMILES): O=CNC=O
Relative energy (zero: lowest compared OMol25 entry of this formula, charge and spin) in kJ/mol: 60.9
Frontier orbital gap in eV: 10.87

Geometry as ORCA input:
```
! RIJCOSX wB97M-V def2-TZVPD def2/J DEFGRID3
* xyz 0 1
O -1.55 0.54 -1.05
C -1.13 -0.35 -0.36
N -0.03 -0.17 0.54
C 1.18 0.31 0.06
O 2.03 0.84 0.74
H -1.55 -1.37 -0.39
H -0.25 0.10 1.49
H 1.31 0.09 -1.02
*
```

Record 6
Molecular formula: C4H12N2O
Method: DFT, wB97M-V/def2-TZVPD

Values from the calculation:
Electronic energy in a.u.: -344.3759
HOMO energy in Ha: -0.33638
Structure (SMILES): CN(C)C(N)=O.C
Relative energy (zero: lowest compared OMol25 entry of this formula, charge and spin) in kJ/mol: 24.1
Frontier orbital gap in eV: 9.94

Geometry as ORCA input:
```
! RIJCOSX wB97M-V def2-TZVPD def2/J DEFGRID3
* xyz 0 1
C 1.54 0.83 -1.26
N 0.64 0.81 -0.13
C -0.53 1.65 -0.20
C 0.85 0.05 0.98
N 1.98 -0.75 0.95
O 0.12 0.09 1.95
H 1.33 1.70 -1.87
H 2.58 0.89 -0.92
H 1.43 -0.06 -1.89
H -1.16 1.36 -1.04
H -1.08 1.53 0.73
H -0.24 2.70 -0.31
H 2.30 -1.12 0.07
H 2.03 -1.39 1.73
C -2.36 -1.66 0.24
H -2.61 -2.66 0.57
H -3.27 -1.08 0.11
H -1.82 -1.71 -0.70
H -1.74 -1.18 0.99
*
```

Record 7
Molecular formula: C42H72ClIN12O9P3Si
Method: DFT, wB97M-V/def2-TZVPD

Values from the calculation:
Electronic energy in a.u.: -5048.2051
HOMO energy in Ha: -0.35254
Frontier orbital gap in eV: 5.13

Geometry as ORCA input:
```
! RIJCOSX wB97M-V def2-TZVPD def2/J DEFGRID3
* xyz 1 1
C 1.10 3.25 3.51
C 1.63 1.73 3.19
C 0.46 0.67 2.74
N 0.11 -0.44 3.52
P 0.80 -0.96 5.08
P -0.01 0.13 6.78
O -0.67 1.53 6.44
O 1.31 0.39 7.93
O -1.11 -0.98 7.62
C -1.02 -1.34 2.97
C -0.59 -2.88 2.62
O -0.72 -3.66 3.89
C -0.61 -5.10 3.60
C -1.77 -6.00 2.82
O 0.48 -5.75 4.04
P -2.30 -1.64 4.41
O -3.60 -2.70 3.85
Cl -3.27 0.16 4.98
C -1.69 -0.39 1.79
C -2.56 -1.09 0.59
C -4.17 -1.22 0.88
C -5.10 -0.14 0.03
C -6.13 0.67 1.07
N -7.41 -0.14 1.15
C -8.12 0.02 2.48
C -9.44 -0.97 2.75
O -7.83 0.89 3.44
C -0.48 0.64 1.36
C 0.50 0.14 0.11
C 1.89 -0.59 0.61
O 2.44 -1.28 -0.59
Si 3.01 -2.89 -0.18
C 4.05 -2.98 1.46
C 1.44 -4.07 -0.16
C 4.27 -3.39 -1.61
C -0.84 2.18 0.92
C -1.93 2.33 -0.29
O -3.14 2.84 0.05
I -1.62 1.83 -2.40
H -0.07 3.22 3.69
H 1.23 3.87 2.49
H 1.68 3.79 4.40
H 2.23 1.38 4.16
H 2.47 1.84 2.35
H 2.22 -0.62 5.04
H 1.73 1.27 7.68
H -0.46 -1.62 8.07
H 0.52 -3.02 2.27
H -1.28 -3.41 1.84
H -2.85 -5.67 3.19
H -1.63 -5.93 1.66
H -1.63 -7.12 3.22
H -3.38 -3.04 2.93
H -2.48 0.38 2.26
H -2.16 -2.17 0.28
H -2.40 -0.42 -0.38
H -4.53 -2.32 0.60
H -4.39 -1.01 2.02
H -5.76 -0.67 -0.81
H -4.43 0.64 -0.54
H -6.43 1.73 0.63
H -5.60 0.87 2.09
H -8.06 0.09 0.36
H -10.21 -0.71 1.89
H -9.06 -2.06 2.54
H -9.91 -0.82 3.81
H 0.82 1.11 -0.51
H -0.12 -0.52 -0.66
H 1.73 -1.42 1.42
H 2.73 0.14 0.99
H 3.52 -2.34 2.30
H 4.06 -4.10 1.86
H 5.17 -2.64 1.34
H 1.50 -4.88 0.71
H 0.52 -3.35 0.01
H 1.32 -4.61 -1.21
H 5.24 -3.85 -1.14
H 4.56 -2.40 -2.17
H 3.71 -4.15 -2.34
H -1.31 2.70 1.89
H 0.13 2.84 0.67
C 1.52 3.72 -5.08
C 1.72 2.40 -4.35
N 1.89 1.31 -3.74
H 2.13 3.74 -5.98
H 0.47 3.83 -5.36
H 1.81 4.55 -4.43
C -2.96 -5.36 6.59
C -3.67 -6.15 5.51
N -4.26 -6.81 4.61
H -2.27 -6.01 7.13
H -2.40 -4.53 6.15
H -3.69 -4.96 7.30
C 5.75 4.20 2.38
C 5.02 3.03 1.75
N 4.41 2.06 1.22
H 6.82 4.11 2.20
H 5.39 5.14 1.96
H 5.57 4.20 3.46
C 1.52 -1.86 -5.38
C 1.72 -3.18 -4.64
N 1.89 -4.27 -4.04
H 2.13 -1.84 -6.28
H 0.47 -1.75 -5.65
H 1.81 -1.03 -4.73
C 8.60 -4.17 -0.24
C 7.44 -4.68 0.59
N 6.47 -5.10 1.28
H 8.34 -3.20 -0.68
H 9.49 -4.05 0.38
H 8.82 -4.87 -1.05
C -7.00 2.07 -2.90
C -8.16 1.56 -2.06
N -9.13 1.13 -1.37
H -7.26 3.04 -3.33
H -6.11 2.18 -2.27
H -6.78 1.36 -3.70
C 3.94 7.49 -4.46
C 3.23 6.70 -5.54
N 2.64 6.04 -6.45
H 4.63 6.84 -3.92
H 4.50 8.32 -4.90
H 3.21 7.89 -3.75
C 3.67 5.21 -0.70
C 4.60 6.34 -1.09
N 5.38 7.28 -1.41
H 2.65 5.43 -1.04
H 4.00 4.27 -1.15
H 3.66 5.09 0.39
C -0.51 -0.08 -8.40
C -0.50 0.97 -7.29
N -0.48 1.84 -6.38
H -0.01 -0.99 -8.05
H -1.55 -0.32 -8.66
H 0.00 0.30 -9.28
C 2.19 3.26 -9.97
C 2.20 4.31 -8.87
N 2.22 5.18 -7.95
H 2.69 2.35 -9.63
H 1.15 3.02 -10.24
H 2.70 3.64 -10.85
*
```

Record 8
Molecular formula: C42H39N7OPdS3
Method: DFT, wB97M-V/def2-TZVPD

Values from the calculation:
Electronic energy in a.u.: -3404.2073
HOMO energy in Ha: -0.49378
Relative energy (zero: lowest compared OMol25 entry of this formula, charge and spin) in kJ/mol: 0.0
Frontier orbital gap in eV: 8.93

Geometry as ORCA input:
```
! RIJCOSX wB97M-V def2-TZVPD def2/J DEFGRID3
* xyz 2 1
Pd -0.02 0.20 -0.02
N 1.85 0.16 0.62
S 3.06 0.45 -0.15
N 3.78 1.91 0.02
S 3.11 3.20 0.50
N 1.59 3.43 0.59
S 0.49 3.13 -0.57
N 0.35 1.78 -1.15
C -0.95 3.76 0.26
C -2.11 3.71 -0.49
C -3.30 4.14 0.07
C -3.31 4.62 1.38
C -2.15 4.66 2.12
C -0.95 4.24 1.57
C 0.80 4.28 -1.87
C 0.32 5.58 -1.83
C 0.66 6.45 -2.85
C 1.47 6.02 -3.89
C 1.94 4.71 -3.92
C 1.60 3.82 -2.91
C 3.89 4.48 -0.45
C 3.32 5.74 -0.43
C 3.94 6.76 -1.13
C 5.12 6.51 -1.83
C 5.69 5.25 -1.81
C 5.08 4.22 -1.11
C 3.62 3.50 2.17
C 4.62 2.71 2.71
C 5.05 2.98 4.01
C 4.48 4.02 4.73
C 3.47 4.80 4.16
C 3.03 4.55 2.88
C 3.00 0.26 -1.93
C 2.06 -0.62 -2.46
C 2.03 -0.83 -3.83
C 2.94 -0.18 -4.65
C 3.89 0.68 -4.11
C 3.93 0.90 -2.75
C 4.42 -0.61 0.27
C 5.72 -0.16 0.40
C 6.72 -1.08 0.70
C 6.40 -2.43 0.85
C 5.08 -2.86 0.71
C 4.08 -1.95 0.42
H -2.09 3.33 -1.51
H -4.21 4.12 -0.51
H -4.24 4.96 1.81
H -2.16 5.03 3.14
H -0.03 4.25 2.14
H -0.30 5.91 -1.01
H 0.28 7.46 -2.84
H 1.73 6.70 -4.69
H 2.57 4.38 -4.74
H 1.94 2.79 -2.93
H 2.40 5.93 0.11
H 3.50 7.75 -1.14
H 5.60 7.31 -2.37
H 6.61 5.06 -2.34
H 5.51 3.23 -1.08
H 5.05 1.90 2.15
H 5.82 2.37 4.45
H 4.82 4.23 5.73
H 3.03 5.61 4.73
H 2.25 5.15 2.43
H 1.37 -1.14 -1.80
H 1.31 -1.51 -4.25
H 2.91 -0.35 -5.72
H 4.60 1.17 -4.76
H 4.67 1.55 -2.32
H 5.97 0.88 0.26
H 7.74 -0.75 0.81
H 7.18 -3.14 1.08
H 4.84 -3.90 0.84
H 3.05 -2.26 0.33
C -4.68 0.32 -1.19
C -4.27 0.51 0.12
C -2.92 0.50 0.41
N -2.00 0.30 -0.54
C -2.39 0.13 -1.81
C -3.73 0.13 -2.17
H -5.74 0.32 -1.44
H -4.99 0.67 0.92
H -2.55 0.65 1.41
H -1.60 0.01 -2.54
H -4.00 -0.02 -3.20
N -0.88 -2.64 2.73
C -1.18 -2.37 1.45
N -2.37 -2.80 0.97
O -0.38 -1.75 0.72
H -1.51 -3.12 3.35
H -0.02 -2.28 3.09
H -2.92 -3.48 1.47
H -2.49 -2.75 -0.03
*
```

Among the records above, which one has the lowest frontier orbital gap?
C42H72ClIN12O9P3Si